(1)
{
  "formula": "C54H45BrKNO2P2",
  "method": "wB97M-V/def2-TZVPD",
  "elements": ["K", "Br", "C", "C", "C", "C", "C", "C", "C", "C", "C", "C", "H", "H", "H", "H", "H", "H", "O", "C", "C", "C", "C", "C", "C", "C", "C", "N", "H", "H", "H", "H", "H", "H", "H", "H", "H", "H", "H", "O", "C", "C", "C", "C", "C", "C", "P", "C", "C", "C", "C", "C", "C", "C", "C", "C", "C", "C", "C", "C", "C", "C", "C", "C", "C", "P", "C", "C", "C", "C", "C", "C", "C", "C", "C", "C", "C", "C", "H", "H", "H", "H", "H", "H", "H", "H", "H", "H", "H", "H", "H", "H", "H", "H", "H", "H", "H", "H", "H", "H", "H", "H", "H", "H", "H", "H"],
  "xyz": [[-0.15366, 0.55220, 1.37942], [0.09881, -2.42247, 2.02493], [1.75796, -2.47383, 3.00693], [2.16703, -3.71259, 3.40123], [3.31860, -3.82364, 4.20943], [3.97200, -2.69709, 4.61527], [3.55023, -1.41114, 4.19287], [4.22939, -0.24644, 4.62167], [3.84932, 0.97427, 4.14076], [2.79367, 1.07234, 3.20520], [2.03489, 0.00307, 2.75871], [2.43556, -1.25882, 3.30926], [1.60710, -4.59420, 3.12059], [3.66057, -4.80357, 4.51695], [4.83013, -2.76771, 5.27492], [5.05453, -0.34509, 5.31832], [4.37851, 1.86673, 4.46133], [2.59009, 2.07129, 2.81257], [-1.55011, 2.49569, 1.16800], [-2.23476, 3.13495, 2.24293], [-1.36777, 4.20604, 2.88856], [-0.03142, 3.64267, 3.39913], [-0.20940, 2.67141, 4.53535], [0.00174, 3.06838, 5.85213], [-0.17522, 2.15000, 6.87241], [-0.56449, 0.86006, 6.55016], [-0.76194, 0.55348, 5.21484], [-0.59145, 1.42884, 4.22713], [-1.35278, 3.17331, 0.50624], [-2.46454, 2.35323, 2.96355], [-3.17734, 3.56949, 1.89392], [-1.92318, 4.66585, 3.71050], [-1.16040, 4.98803, 2.14995], [0.60635, 4.46547, 3.72391], [0.47364, 3.13428, 2.57551], [0.30823, 4.08394, 6.06781], [-0.00931, 2.43727, 7.90280], [-0.70753, 0.10873, 7.31405], [-1.06131, -0.44534, 4.91509], [-1.48218, -1.14422, -3.79559], [-1.16880, -2.44265, -4.09319], [-1.66222, -3.18684, -5.15595], [-1.16730, -4.46571, -5.37656], [-0.20715, -5.00497, -4.53702], [0.21366, -4.27944, -3.43003], [-0.26783, -2.99905, -3.18301], [0.17298, -1.99283, -1.68935], [0.74368, -3.34010, -0.57090], [2.05763, -3.53999, -0.16509], [2.36955, -4.56621, 0.72012], [1.37684, -5.40439, 1.20102], [0.05781, -5.20333, 0.81081], [-0.25435, -4.17209, -0.05845], [1.76263, -1.24193, -2.20600], [2.33003, -0.33288, -1.30951], [3.56819, 0.23655, -1.56143], [4.23910, -0.06768, -2.73906], [3.66219, -0.93339, -3.65744], [2.43314, -1.52459, -3.39156], [-1.93235, -0.13915, -4.59933], [-2.20984, -0.19056, -5.95733], [-2.72417, 0.93708, -6.58790], [-2.93042, 2.11187, -5.88633], [-2.55302, 2.17707, -4.54967], [-2.04844, 1.06417, -3.89523], [-1.34534, 1.01215, -2.18722], [-0.80902, 2.76975, -1.97002], [-1.58646, 3.87932, -1.63144], [-1.01674, 5.14248, -1.53561], [0.33797, 5.32205, -1.78154], [1.12293, 4.23012, -2.11981], [0.55342, 2.96680, -2.20606], [-2.85046, 0.85863, -1.14199], [-3.99747, 1.63795, -1.26700], [-5.02143, 1.53354, -0.33636], [-4.93107, 0.61816, 0.70422], [-3.83775, -0.23221, 0.78071], [-2.80376, -0.10877, -0.13615], [-2.44394, -2.80740, -5.79306], [-1.53793, -5.03387, -6.22009], [0.19984, -5.98873, -4.72970], [0.91710, -4.71860, -2.73573], [2.84670, -2.89711, -0.53402], [3.39602, -4.70641, 1.03499], [1.62573, -6.20916, 1.88077], [-0.72574, -5.84177, 1.19885], [-1.28633, -4.00673, -0.35051], [1.80770, -0.08623, -0.39379], [4.00315, 0.91216, -0.83507], [5.20699, 0.37189, -2.94378], [4.17264, -1.15494, -4.58655], [2.00224, -2.21224, -4.10922], [-2.01045, -1.06886, -6.54749], [-2.95574, 0.88545, -7.64402], [-3.35355, 2.97877, -6.37595], [-2.62893, 3.11969, -4.02634], [-2.64504, 3.76444, -1.43190], [-1.63411, 5.99230, -1.27126], [0.77803, 6.30799, -1.70918], [2.18147, 4.35791, -2.30529], [1.17021, 2.11026, -2.45618], [-4.10594, 2.31760, -2.10402], [-5.89791, 2.16285, -0.42921], [-5.72964, 0.54637, 1.43147], [-3.79566, -1.00220, 1.54125], [-1.97286, -0.80721, -0.10703]],
  "fmax_ev_per_a": 2.320,
  "energy_ev": -167256.9674,
  "e_above_lowest_kj_mol": 105.0
}

---

(2)
{
  "formula": "C54H45Cl2N3O6Sc",
  "method": "wB97M-V/def2-TZVPD",
  "elements": ["Sc", "O", "C", "C", "C", "C", "C", "C", "C", "C", "C", "O", "C", "C", "C", "C", "C", "C", "C", "C", "C", "C", "C", "C", "N", "C", "C", "C", "C", "C", "C", "C", "C", "C", "C", "C", "C", "H", "H", "H", "H", "H", "H", "H", "H", "H", "H", "H", "H", "H", "H", "H", "H", "H", "H", "H", "H", "H", "H", "H", "H", "H", "H", "H", "Cl", "C", "Cl", "H", "H", "C", "C", "N", "C", "C", "N", "C", "O", "O", "C", "O", "O", "H", "H", "H", "H", "H", "C", "C", "C", "C", "C", "C", "C", "C", "C", "C", "C", "C", "C", "C", "H", "H", "H", "H", "H", "H", "H", "H", "H", "H", "H"],
  "xyz": [[-10.50482, -8.37683, -16.03595], [-10.60296, -9.00309, -14.14017], [-9.66209, -9.55146, -13.32416], [-8.25760, -9.75807, -14.08306], [-8.37565, -10.76475, -15.17376], [-7.52332, -11.86414, -15.19826], [-7.77622, -12.90655, -16.06336], [-8.85770, -12.79095, -16.89726], [-9.61029, -11.61252, -16.93279], [-10.72089, -11.57042, -17.93376], [-12.00195, -10.68372, -17.66819], [-11.72793, -9.44798, -17.12933], [-12.59676, -10.44881, -19.08394], [-13.14502, -11.52911, -19.76288], [-13.60411, -11.37908, -21.05691], [-13.49104, -10.16321, -21.71113], [-12.92796, -9.08145, -21.02985], [-12.48937, -9.21703, -19.72914], [-13.00665, -11.41831, -16.72234], [-14.38830, -11.28754, -16.92500], [-15.30660, -11.80894, -16.01924], [-14.85738, -12.47826, -14.88713], [-13.49705, -12.61427, -14.67843], [-12.58185, -12.01869, -15.53364], [-9.32205, -10.56895, -16.13337], [-10.22956, -10.86736, -12.74974], [-11.58580, -10.85679, -12.38947], [-12.14574, -11.91464, -11.70652], [-11.38653, -13.03643, -11.43591], [-10.07703, -13.09658, -11.86386], [-9.48607, -12.01018, -12.49755], [-9.40128, -8.65469, -12.07262], [-8.40893, -9.03447, -11.16636], [-8.21978, -8.31891, -9.99452], [-9.02026, -7.23449, -9.72050], [-10.03802, -6.86331, -10.59459], [-10.27263, -7.62296, -11.71792], [-7.97391, -8.74659, -14.45133], [-7.46344, -10.06439, -13.37345], [-6.71025, -11.94046, -14.48267], [-7.15877, -13.78869, -16.05474], [-9.16094, -13.60769, -17.53225], [-10.31155, -11.20860, -18.89269], [-11.05014, -12.62834, -18.12182], [-13.24316, -12.48032, -19.26562], [-14.02462, -12.22702, -21.58306], [-13.84171, -10.04595, -22.73439], [-12.82325, -8.11900, -21.52372], [-12.10136, -8.36401, -19.18179], [-14.75457, -10.76199, -17.79346], [-16.36216, -11.69155, -16.18619], [-15.56095, -12.87887, -14.17414], [-13.12921, -13.20396, -13.85498], [-11.53113, -12.00576, -15.28644], [-12.14630, -9.97800, -12.67767], [-13.18477, -11.89437, -11.39082], [-11.80225, -13.89652, -10.91156], [-9.51132, -13.99327, -11.71501], [-8.44201, -12.06112, -12.77224], [-7.81088, -9.93112, -11.35418], [-7.45757, -8.63624, -9.29172], [-8.83341, -6.66917, -8.81684], [-10.65424, -5.98406, -10.40400], [-11.12414, -7.42007, -12.35553], [-7.08925, -6.95420, -15.81165], [-6.87570, -5.25231, -16.39692], [-8.39590, -4.41138, -16.79632], [-6.24751, -5.30513, -17.29581], [-6.39098, -4.69817, -15.59481], [-14.67561, -7.89145, -16.81547], [-13.85640, -7.24152, -15.78300], [-12.53550, -7.07557, -15.78092], [-12.24839, -6.26746, -14.69168], [-13.39929, -6.08667, -13.91453], [-14.39829, -6.70262, -14.66167], [-13.65862, -5.38291, -12.61318], [-12.64512, -4.78312, -12.03063], [-14.80880, -5.44315, -12.19710], [-10.83490, -5.85216, -14.47298], [-10.58978, -4.98970, -13.60264], [-9.99013, -6.48847, -15.16784], [-14.02818, -8.48464, -17.45932], [-15.17840, -7.11664, -17.43561], [-15.45333, -8.53489, -16.36334], [-15.37804, -6.71903, -14.39680], [-11.79356, -4.80313, -12.62050], [-10.46056, -4.31982, -22.04686], [-10.81911, -3.69287, -20.87000], [-10.83658, -4.41058, -19.67888], [-10.47630, -5.75708, -19.65278], [-10.13420, -6.37849, -20.87133], [-10.12643, -5.67002, -22.05987], [-10.36930, -6.38844, -18.33914], [-9.56349, -7.42725, -18.04434], [-8.32145, -7.76513, -18.72364], [-7.50346, -6.77503, -19.33212], [-6.35724, -7.11336, -20.00805], [-6.00019, -8.45017, -20.13560], [-6.78456, -9.43798, -19.56100], [-7.93069, -9.10544, -18.86526], [-10.46109, -3.73419, -22.96788], [-11.08776, -2.62986, -20.87781], [-11.14415, -3.93761, -18.74868], [-9.84940, -7.42077, -20.84822], [-9.83119, -6.13797, -22.98912], [-11.06137, -5.99387, -17.59213], [-7.81529, -5.73508, -19.27028], [-5.71499, -6.34109, -20.43193], [-5.09403, -8.72217, -20.64606], [-6.47825, -10.46415, -19.64090], [-8.56178, -9.87490, -18.44153]],
  "fmax_ev_per_a": 1.854,
  "charge": -1,
  "energy_ev": -119237.2678
}